Record 1
19
Properties=species:S:1:pos:R:3 method="wB97M-V/def2-TZVPD" s_squared=0.754 e_above_lowest_kj_mol=194.9 gap_ev="10.4 / 6.1" total_energy_ha=-422.69825 lumo_ev="0.6031 / -3.7313" spin_multiplicity=2 fmax_ev_per_a=4.41
O 0.58268 -1.82093 -0.72252
O -1.83471 -0.12665 -1.12211
H -2.67991 1.62480 -0.77265
C -1.72778 1.15031 -0.51501
H 3.28518 -2.48662 0.22280
H -0.44891 0.33543 1.03758
H -1.30247 -0.76762 -0.69276
H -0.72002 2.69434 -2.10479
H 2.83602 -0.72279 0.30583
H 2.55941 -2.00727 1.80270
C 2.59710 -1.74336 0.71978
H -1.09047 2.06060 1.52925
C -1.31410 1.03189 0.92568
H -2.17034 0.43211 1.32442
H 0.23702 2.47161 -0.53950
O 0.55375 -3.00232 1.10329
H 0.04051 1.18880 -1.61039
C -0.52702 1.95748 -1.14921
C 1.12405 -2.26982 0.25761



Record 2
22
Properties=species:S:1:pos:R:3 method="wB97M-V/def2-TZVPD" charge=-1 gap_ev=6.5 total_energy_ha=-1185.89036 smiles="CO[Si](CC([O-])=S)(OC)OC" lumo_ev=3.1941 fmax_ev_per_a=3.79
H 3.70493 -0.02665 0.05004
O -0.21890 1.65427 -0.24762
C -0.63745 -1.18903 1.09887
H -1.65128 -1.39976 0.79224
H 2.63433 -0.53380 1.19803
H -2.21786 1.50541 -0.05883
H -1.68905 2.78237 0.64482
H -1.82622 0.59401 -2.75564
C -1.41503 1.77647 0.54181
H -1.29874 1.25068 1.44246
H -0.82220 -0.58710 -3.76618
C -0.84818 0.17592 -2.95806
O -1.14131 0.13603 3.04848
H -0.10032 -2.10023 0.92834
H 2.84875 -1.62756 -0.10818
H -0.19130 0.93468 -3.13666
Si 0.21706 0.00564 -0.44898
C -0.41768 -0.70701 2.55192
O 1.81871 0.03890 -0.54894
S 0.87524 -1.50229 3.35902
O -0.44049 -0.60492 -1.80104
C 2.81699 -0.57602 0.17408